# 1
Molecular formula: C26H57N2O11S5Si
Method: DFT, ωB97M-V/def2-TZVPD

Structure (ORCA input):
```
! wB97M-V def2-TZVPD RIJCOSX def2/J DEFGRID3
* xyz -1 1
S 3.713 1.084 1.051
S -2.231 -3.343 -2.450
S -2.052 -1.809 2.411
S 2.245 -0.884 5.744
S -4.594 1.825 -0.824
Si 0.476 1.971 -3.250
O 3.802 5.144 -3.900
O 2.530 0.559 0.419
O -2.194 -2.521 3.664
O -3.112 -1.777 1.432
O 4.816 0.211 1.387
O 2.273 -0.622 7.162
O -4.673 2.933 -1.736
O 2.121 0.196 4.793
O -3.373 1.460 -0.158
O -0.962 -3.637 -1.829
O -2.367 -2.287 -3.418
N 1.175 3.449 -2.803
N 4.594 1.525 -3.697
C 3.167 -3.319 5.481
C -0.553 -2.313 1.577
C 0.016 -1.007 1.028
C 1.202 0.429 -2.400
C 0.998 -2.131 5.406
C 3.254 2.011 2.508
C -1.375 1.978 -2.779
C 0.489 1.604 -5.136
C -1.568 -0.106 2.700
C -5.303 0.360 -1.579
C -0.143 0.026 2.149
C 2.606 3.484 -2.615
C 4.337 2.477 0.105
C -6.873 0.901 0.219
C -3.463 -3.160 -1.161
C 4.735 2.948 -4.008
C 3.431 3.742 -3.889
C 4.135 3.255 2.444
C -4.448 -4.321 -1.348
C -6.128 -0.261 -0.451
C 1.757 -3.353 4.873
C 3.661 -1.886 5.310
C -3.678 -5.481 -1.995
C 4.107 3.716 0.978
C -5.853 2.018 0.448
C -2.881 -4.863 -3.139
H -7.672 1.249 -0.439
H -2.996 -5.924 -1.266
H 0.041 1.035 1.786
H -3.525 -4.592 -3.975
H 3.009 2.606 -2.075
H -0.175 2.304 -5.630
H 1.830 -3.297 3.785
H -5.934 0.669 -2.411
H 3.121 -3.572 6.542
H -1.639 0.105 3.765
H 4.495 -1.624 5.957
H -2.954 -3.214 -0.208
H 0.956 0.382 -1.340
H 0.815 -0.479 -2.863
H -6.817 -1.020 -0.821
H 5.521 3.436 -3.426
H -0.790 -3.036 0.797
H -0.553 -0.702 0.147
H 3.835 -4.028 4.995
H -5.355 1.911 1.409
H -2.267 0.521 2.147
H -5.455 -0.735 0.270
H 3.910 -1.670 4.270
H -1.794 2.976 -2.782
H 2.848 4.346 -1.979
H 4.458 5.242 -4.612
H -4.345 -6.265 -2.350
H 0.286 -1.734 4.686
H 5.061 2.997 -5.049
H -7.333 0.598 1.160
H -2.057 -5.481 -3.487
H -6.285 3.011 0.364
H -5.263 -4.014 -2.009
H 3.413 1.393 3.383
H 5.339 0.997 -4.136
H 2.199 2.267 2.420
H 0.583 -0.175 2.941
H 0.487 -2.343 6.343
H 2.816 3.539 -4.760
H 4.858 4.478 0.777
H -1.453 1.512 -1.803
H -4.501 -0.280 -1.939
H -3.938 -2.190 -1.257
H 2.283 0.393 -2.505
H 3.132 4.149 0.750
H 5.158 3.003 2.737
H 4.668 1.358 -2.702
H 3.774 4.029 3.120
H -4.890 -4.611 -0.396
H 3.800 2.524 -0.840
H 1.053 -1.115 0.733
H 0.099 -2.767 2.324
H -1.925 1.338 -3.472
H 1.495 1.664 -5.543
H 5.395 2.299 -0.077
H 1.232 -4.274 5.119
H 0.132 0.586 -5.300
*
```

The orbital gap comes out at 4.3 eV. The calculation puts the LUMO energy at 1.919 eV.

=====

# 2
Molecular formula: C26H57N5O8P
Method: DFT, ωB97M-V/def2-TZVPD

Structure (ORCA input):
```
! wB97M-V def2-TZVPD RIJCOSX def2/J DEFGRID3
* xyz 0 2
P -0.038 -2.639 1.785
O -2.500 -1.736 -2.488
O -1.248 -3.133 2.812
O -1.071 3.685 1.412
O 6.808 0.029 -0.554
O 1.045 -2.072 2.905
O -6.867 -3.519 -0.684
O 1.342 2.700 -2.339
O 4.095 -0.689 1.773
N 3.185 1.429 -2.184
N -0.979 5.466 2.771
N -8.061 -4.907 -1.980
N -2.394 -1.048 -1.421
N 8.972 0.548 -0.266
C -1.503 6.488 3.651
C 7.687 0.471 0.168
C 2.217 2.058 -2.897
C -1.541 1.255 -0.917
C 0.787 1.119 1.694
C -0.729 -1.003 1.136
C 2.194 0.718 2.146
C -2.553 -3.263 -0.280
C 10.130 1.039 0.451
C -3.154 4.409 2.333
C 4.617 -1.856 1.181
C -7.751 -3.669 -1.507
C 7.384 0.944 1.571
C -0.393 0.209 2.058
C -1.658 4.478 2.127
C 2.893 -0.231 1.193
C -0.473 -0.122 -2.663
C -1.168 -0.183 -1.304
C -4.393 -1.620 -0.133
C 4.292 0.623 -2.666
C -2.280 -1.105 1.053
C 2.265 1.921 -4.403
C -8.541 -2.499 -2.050
C -9.066 -5.271 -2.956
C -2.869 -1.765 -0.190
C -0.221 -0.879 -0.320
H 0.569 2.084 2.151
H 7.948 0.370 2.308
H -2.658 -3.701 0.713
H -0.974 -3.085 3.733
H -4.829 -2.317 0.579
H -8.613 -5.752 -3.824
H -8.418 -2.411 -3.130
H 7.633 1.999 1.692
H 5.244 1.040 -2.341
H -2.577 6.375 3.756
H -0.014 -1.076 -2.921
H 0.319 0.627 -2.598
H 0.011 5.460 2.584
H 6.321 0.798 1.748
H -9.604 -2.606 -1.831
H 2.250 -1.088 0.967
H -1.755 1.404 0.135
H -2.641 -0.077 1.054
H -9.799 -5.956 -2.526
H -3.532 3.574 1.752
H 1.427 2.475 -4.815
H -3.272 -3.750 -0.937
H 9.101 0.214 -1.208
H -4.685 -0.594 0.096
H -0.220 -0.157 3.072
H 5.245 -1.616 0.318
H 1.467 -2.807 3.365
H -2.417 1.564 -1.491
H -1.273 0.848 2.127
H 4.226 -0.394 -2.275
H -3.400 4.255 3.385
H 2.193 0.254 3.132
H 3.195 2.326 -4.805
H 3.827 -2.546 0.862
H -0.089 -1.892 -0.720
H -2.708 -1.578 1.934
H 9.841 1.363 1.445
H 3.109 0.269 0.240
H -9.591 -4.384 -3.297
H 10.580 1.888 -0.068
H -1.561 -3.466 -0.681
H 0.759 -0.408 -0.386
H -1.303 7.486 3.255
H 4.275 0.579 -3.751
H -1.164 0.176 -3.448
H 10.886 0.259 0.552
H -3.640 5.326 1.997
H -4.796 -1.874 -1.113
H 0.794 1.331 0.622
H -7.496 -5.641 -1.583
H 2.790 1.633 2.218
H 3.095 1.554 -1.188
H 5.222 -2.365 1.933
H -0.728 1.935 -1.176
H -1.055 6.417 4.644
H 2.187 0.876 -4.704
H -8.167 -1.598 -1.575
*
```

The expectation value of S² is 0.754. The orbital gap (spin up / spin down) comes out at 7.8 / 8.8 eV. The calculation puts the LUMO energy (spin up / spin down) at 0.713 / 0.713 eV.